--- A ---
{"formula": "C4H9N2O", "method": "ωB97M-V/def2-TZVPD", "homo_lumo_gap_ev": 7.292, "total_charge": -1, "species": ["C", "C", "H", "C", "O", "H", "H", "H", "H", "N", "N", "H", "H", "H", "C", "H"], "coordinates": [[-0.8898, -2.0738, 0.8294], [2.1953, -0.8695, 1.3130], [0.5735, 2.2240, -1.3716], [0.8861, -0.6480, 1.1544], [-0.5617, 0.1287, -1.0958], [2.9549, -0.3348, 0.7284], [-1.4707, 1.6229, 0.0089], [2.5513, -1.6673, 1.9980], [-0.4599, 2.4756, -2.5632], [-0.1079, -1.5105, 1.6884], [-0.4030, 2.4803, -1.5419], [-2.1427, 1.3311, -1.6027], [-0.7410, -1.8507, -0.2553], [0.4640, 0.1570, 0.5083], [-1.1933, 1.3314, -1.0213], [-1.6551, -2.7963, 1.2229]]}

=====

--- B ---
{"formula": "C4H9N2O", "method": "ωB97M-V/def2-TZVPD", "homo_lumo_gap_ev": 7.206, "total_charge": -1, "species": ["C", "H", "H", "O", "H", "H", "H", "H", "H", "N", "C", "H", "C", "N", "C", "H"], "coordinates": [[-2.0694, 0.0338, 0.4367], [-2.9931, 1.6844, 1.2069], [0.9152, -2.1396, -2.5146], [-1.1763, 0.4972, -0.4488], [3.6869, 0.2477, -0.0836], [0.6416, -0.0382, 0.4004], [-1.7479, -0.9168, 0.9302], [0.0916, -0.5649, -1.8435], [-3.0680, -0.1867, -0.0135], [1.7231, -1.3378, -0.8607], [1.6497, -0.2462, 0.0306], [2.6314, 1.3710, 0.9402], [2.7149, 0.4892, 0.3246], [-2.3701, 0.9696, 1.5710], [0.8664, -1.3321, -1.7919], [-1.4959, 1.4693, 1.7160]]}

=====

So which one wins? Going from most stable to least: B, A.

=====

--- A ---
{"formula": "C6H13NO", "method": "ωB97M-V/def2-TZVPD", "multiplicity": 2, "s_squared": 0.757, "homo_lumo_gap_ev": [11.189, 6.695], "total_charge": 1, "species": ["H", "C", "H", "C", "H", "H", "N", "H", "H", "C", "H", "H", "H", "C", "H", "C", "C", "H", "H", "H", "O"], "coordinates": [[-0.7480, -1.7477, 0.4363], [-0.3323, 1.0217, -0.1490], [1.8201, 1.0117, 0.0903], [-0.1771, 1.8460, -1.5029], [-2.2520, -1.7197, -0.4945], [0.6949, -1.1318, 1.7525], [-1.4499, 0.1768, -0.2961], [1.0618, -1.8519, -0.2493], [-0.4807, 1.7878, 0.6241], [0.9676, -0.0877, 1.6832], [-1.1175, 2.3093, -1.8618], [0.3160, 0.6051, 2.2058], [0.5957, -0.8700, -1.6525], [1.0047, 0.2972, 0.1538], [-2.2557, 0.6360, 0.0463], [1.2365, -0.9148, -0.7635], [-1.6357, -1.1787, 0.2114], [-2.1750, -1.1558, 1.1643], [2.1857, -0.8340, -1.2856], [1.9746, -0.0257, 2.0912], [0.7663, 1.8265, -2.2039]]}

=====

--- B ---
{"formula": "C6H13NO", "method": "ωB97M-V/def2-TZVPD", "multiplicity": 2, "s_squared": 0.768, "homo_lumo_gap_ev": [11.604, 6.677], "total_charge": 1, "species": ["H", "H", "C", "C", "C", "H", "H", "H", "H", "H", "H", "N", "H", "H", "H", "C", "C", "O", "C", "H", "H"], "coordinates": [[-0.6246, -1.7460, 2.0372], [0.0190, -2.0946, -2.5469], [0.4984, -1.2672, -3.0637], [-0.5646, 1.5289, 2.0123], [-1.0875, -0.8923, 1.5579], [1.2960, 0.6151, -2.6972], [-0.3846, 1.4582, 3.0920], [-1.4984, -1.2548, 0.6121], [2.0868, 0.1546, -0.5902], [-1.9229, -0.5570, 2.1616], [0.1999, 1.6587, -0.3665], [1.0002, -0.2457, -2.2332], [1.0700, -1.3141, -0.4452], [-1.6277, 1.7549, 1.8829], [-0.9517, 0.3404, -0.7395], [1.1229, -0.2950, -0.8253], [-0.1035, 0.2788, 1.3058], [0.6466, -1.1602, -4.2503], [-0.0153, 0.5993, -0.2341], [-0.0568, 2.4640, 1.7239], [0.8977, -0.0260, 1.6062]]}

=====

--- C ---
{"formula": "C6H13NO", "method": "ωB97M-V/def2-TZVPD", "multiplicity": 2, "s_squared": 0.770, "homo_lumo_gap_ev": [11.115, 5.710], "total_charge": 1, "species": ["H", "H", "N", "H", "H", "H", "H", "H", "C", "H", "H", "C", "C", "H", "H", "C", "C", "O", "C", "H", "H"], "coordinates": [[-0.7613, -1.3156, -0.9285], [-0.0758, 1.3841, 3.5737], [0.0008, -0.8385, -1.3662], [-0.7249, 1.8533, 1.1803], [-1.6549, -0.2262, 2.0425], [2.0392, 0.8761, 1.1512], [-1.0151, 0.5647, 0.1041], [1.4280, 1.5457, -0.3340], [-0.2602, 0.8266, 0.8353], [0.4584, 0.7148, -2.6668], [1.5001, -1.5988, 0.1055], [-0.2663, -0.1423, -2.4611], [1.1611, 0.8058, 0.4125], [2.0438, -0.4176, -1.2950], [-0.7011, -0.0550, 4.0204], [-0.0156, 0.2949, 3.3216], [1.1966, -0.6238, -0.4730], [-1.3072, -0.3043, -2.9630], [-0.6178, -0.1055, 1.9202], [-0.3090, -1.1966, 1.6545], [1.0379, -0.1591, 3.3263]]}

=====

--- D ---
{"formula": "C6H13NO", "method": "ωB97M-V/def2-TZVPD", "multiplicity": 2, "s_squared": 0.756, "homo_lumo_gap_ev": [11.769, 7.668], "total_charge": 1, "species": ["C", "C", "C", "C", "H", "H", "H", "H", "H", "H", "H", "O", "H", "C", "H", "N", "H", "H", "H", "H", "C"], "coordinates": [[-1.0966, -0.8143, 0.0718], [0.6282, 0.8352, 0.8945], [1.5117, -0.8226, -1.7642], [-0.3819, 1.4145, 1.8847], [-2.6920, -0.5697, -1.4950], [1.1664, -2.2774, 0.1172], [-2.6706, 0.6055, -0.0567], [2.4291, -1.1150, -2.2687], [0.6334, -1.2019, -2.3137], [0.0023, 2.3643, 2.2868], [-0.5129, 0.6583, 2.6072], [-1.5418, -1.7088, 0.7422], [1.5856, 0.9077, 1.3770], [1.3830, -1.2447, -0.2613], [2.2305, -0.9523, 0.3508], [0.2776, -0.5129, 0.4086], [0.6598, 1.6329, -0.0109], [-1.6041, 0.8093, -1.3348], [-1.2907, 1.6973, 1.3163], [1.3623, 0.3054, -1.7597], [-2.0793, -0.0108, -0.7923]]}

=====

So which one wins? Going from most stable to least: B, D, A, C.